Entry 1:
This record from OMol25 describes a molecular structure, C38H46Cl6OP4Pd at a distorted geometry. The level of theory is wB97M-V/def2-TZVPD.

Values from the calculation:
- frontier orbital gap (alpha / beta) (eV) = 5.37 / 4.78
- charge = +2
- expectation value of S² = 6.04
- 2S+1 = 5
- E_HOMO (alpha / beta) (hartree) = -0.368 / -0.477

```
96
Properties=species:S:1:pos:R:3:lowdin_spin:R:1
Pd 0.03 0.04 2.14 0.64
Cl 2.02 1.93 4.86 0.32
Cl -1.20 -2.70 4.34 0.04
Cl -0.33 -2.77 7.31 0.14
Cl 1.99 1.48 2.09 0.73
Cl -0.10 -0.05 8.90 0.01
Cl 0.29 2.54 7.25 0.10
P 1.19 0.98 -2.49 0.01
P -1.37 1.97 2.41 0.04
P -3.24 -2.45 -0.33 0.01
P 1.54 -1.82 2.15 0.05
O -1.67 -0.05 -1.74 0.00
C -0.35 -1.29 6.46 0.34
C 0.09 0.15 -0.08 0.10
C -0.14 3.86 -5.05 0.00
C -0.90 -0.74 -0.74 0.02
C 2.88 1.47 -2.77 0.00
C 0.21 1.02 6.47 0.26
C 3.60 0.84 -3.79 0.00
C -0.99 2.74 -2.62 0.00
C -4.56 -1.48 -1.03 0.00
C 0.91 -0.60 -3.31 0.00
C 0.63 0.85 5.13 0.50
C -0.49 -1.24 5.06 0.15
C 1.40 -2.98 -3.42 0.00
C -0.16 -1.98 -4.99 0.00
C -0.11 -0.11 7.19 0.03
C 0.97 0.88 -0.72 0.04
C -3.82 -3.39 1.07 0.00
C -2.55 -3.51 -1.60 0.00
C 3.42 2.53 -2.02 0.00
C -1.41 3.19 1.08 0.01
C 0.52 -3.10 -4.50 0.00
C 0.01 -0.14 4.36 0.09
C 4.72 2.96 -2.33 0.00
C 4.90 1.29 -4.08 0.00
C 5.46 2.35 -3.35 0.00
C 1.61 -1.73 -2.83 0.00
C 0.60 2.82 -4.48 0.00
C -1.73 3.78 -3.21 0.00
C -1.60 -1.14 1.56 0.22
C -0.88 2.96 3.84 0.03
C 0.17 2.25 -3.26 0.00
C 2.31 -2.00 3.79 0.01
C 0.02 -0.73 -4.39 0.00
C 0.77 -3.43 1.82 0.00
C -1.30 4.34 -4.42 0.00
C 2.93 -1.72 0.99 0.01
C -3.12 1.58 2.74 0.00
C -1.87 -1.36 0.29 0.03
H 5.46 0.81 -4.88 0.00
H -2.19 -1.59 2.39 0.01
H -4.24 -2.72 1.83 0.00
H -3.55 1.11 1.84 0.00
H 2.32 -1.61 -1.99 0.00
H 1.73 1.43 -0.12 0.02
H 3.16 0.02 -4.37 0.00
H -4.90 -0.73 -0.31 0.00
H 2.84 3.02 -1.23 0.00
H -0.85 -2.08 -5.84 0.00
H -1.55 3.81 4.01 0.00
H -2.63 4.14 -2.70 0.00
H 2.62 -1.01 4.14 0.00
H -3.01 -4.00 1.50 0.00
H -5.37 -2.18 -1.25 0.00
H -1.81 4.14 1.46 0.00
H -3.35 -4.20 -1.89 0.00
H -1.69 -4.08 -1.21 0.00
H -1.88 5.15 -4.88 0.00
H -0.93 2.33 4.73 0.01
H -2.04 2.82 0.26 0.00
H -3.67 2.50 2.98 0.00
H 5.15 3.79 -1.75 0.00
H -0.53 0.15 -4.77 0.00
H -0.32 -1.55 -1.22 0.00
H -3.17 0.87 3.58 0.00
H 2.59 -2.06 0.00 0.00
H 0.36 -3.44 0.80 0.00
H 0.20 4.31 -5.99 0.00
H -0.38 3.34 0.71 0.00
H -1.00 0.33 -2.34 0.00
H 0.16 3.27 3.72 0.00
H -1.31 2.30 -1.67 0.00
H 1.52 2.47 -4.96 0.00
H 3.27 -0.68 0.94 0.00
H 1.58 -2.43 4.48 0.00
H -2.24 -2.91 -2.47 0.00
H 1.95 -3.85 -3.04 0.00
H -4.20 -1.00 -1.95 0.00
H -4.61 -4.05 0.67 0.00
H 3.74 -2.38 1.35 0.00
H 6.47 2.69 -3.58 0.00
H 0.37 -4.09 -4.97 0.00
H 3.18 -2.67 3.70 0.00
H -0.06 -3.57 2.54 0.00
H 1.50 -4.24 1.95 0.00
```

Entry 2:
This record from OMol25 describes a single C5H8Cl2O2 molecule at a distorted geometry. The level of theory is wB97M-V/def2-TZVPD.

Values from the calculation:
- frontier orbital gap (eV) = 10.37
- charge = 0
- energy relative to the best compared isomer or geometry (same formula, charge and spin) (kJ/mol) = 125.2
- E_HOMO (hartree) = -0.356
- SMILES string = CO[C@H](Cl)[C@H](Cl)C(C)=O

```
17
Properties=species:S:1:pos:R:3:mulliken_charge:R:1
Cl 0.69 -2.60 -0.85 -0.17
Cl 0.07 0.17 -2.44 -0.15
O 0.83 -0.30 0.45 -0.22
O -2.53 0.53 0.38 -0.58
C -0.78 2.03 -0.31 -1.16
C 1.94 -0.78 1.35 -0.89
C -0.02 -1.23 -0.03 -0.18
C -1.52 0.73 -0.28 0.55
C -0.93 -0.42 -1.15 -0.04
H -0.88 2.51 -1.31 0.35
H 2.27 0.16 1.71 0.26
H -1.68 -0.99 -1.62 0.49
H 0.30 1.73 0.07 0.25
H 1.61 -1.37 2.13 0.37
H 2.70 -1.23 0.71 0.35
H -1.37 2.66 0.30 0.38
H -0.68 -1.60 0.87 0.39
```

Entry 3:
This record from OMol25 describes 2 unconnected molecules or ions with the total composition C4H9NO3 at a distorted geometry. The level of theory is wB97M-V/def2-TZVPD.

Values from the calculation:
- frontier orbital gap (alpha / beta) (eV) = 5.94 / 5.98
- charge = +1
- expectation value of S² = 0.76
- 2S+1 = 2
- energy relative to the best compared isomer or geometry (same formula, charge and spin) (kJ/mol) = 570.0
- E_HOMO (alpha / beta) (hartree) = -0.544 / -0.545

```
17
Properties=species:S:1:pos:R:3:lowdin_spin:R:1
O 2.38 0.79 1.10 0.00
O -2.27 -0.29 0.56 0.84
O 3.68 -0.35 -0.36 0.00
N -0.14 1.43 0.15 -0.02
C 1.40 -0.34 -0.78 0.00
C -1.05 -0.82 0.20 0.10
C -0.07 0.13 -0.61 0.00
C 2.44 0.18 0.01 0.00
H -4.74 -0.50 0.50 0.00
H -0.39 -1.17 1.01 0.03
H -1.24 -1.77 -0.42 0.04
H -0.96 1.68 0.74 0.00
H -0.51 0.24 -1.64 0.00
H 1.77 -0.78 -1.71 0.00
H 0.83 1.64 0.58 0.00
H 4.34 0.21 0.21 0.00
H -5.46 -0.27 0.45 0.00
```

Entry 4:
This record from OMol25 describes a single C2H4P2 molecule at a distorted geometry. The level of theory is wB97M-V/def2-TZVPD.

Values from the calculation:
- frontier orbital gap (eV) = 8.46
- charge = 0
- energy relative to the best compared isomer or geometry (same formula, charge and spin) (kJ/mol) = 204.2
- E_HOMO (hartree) = -0.322
- SMILES string = P[C@H]1C=P1

```
8
Properties=species:S:1:pos:R:3:mulliken_charge:R:1
P -1.13 0.96 0.71 -0.06
P 1.95 0.33 -0.09 -0.01
C 0.29 -0.24 0.67 -0.41
C 0.89 -0.80 -0.76 -0.24
H -0.50 1.53 -0.37 0.00
H -2.12 0.42 -0.17 0.02
H 0.25 -1.25 -1.59 0.34
H 0.37 -0.95 1.59 0.35
```

Entry 5:
This record from OMol25 describes a single C3H4N2O2 molecule. The level of theory is wB97M-V/def2-TZVPD.

Values from the calculation:
- frontier orbital gap (eV) = 8.92
- charge = 0
- energy relative to the best compared isomer or geometry (same formula, charge and spin) (kJ/mol) = 325.8
- E_HOMO (hartree) = -0.325
- SMILES string = [H]/N=C(\O)N=C=CO

```
11
Properties=species:S:1:pos:R:3:mulliken_charge:R:1
O 2.66 0.34 -0.20 -0.49
O -2.83 -0.40 -0.94 -0.49
N 0.62 -0.71 -0.16 -0.49
N 0.97 1.24 1.12 -0.61
C 1.40 0.39 0.29 0.67
C -0.61 -0.63 -0.07 0.50
C -1.92 -0.64 0.04 -0.31
H -2.37 -0.85 1.01 0.31
H -2.38 -0.15 -1.76 0.30
H 2.73 -0.46 -0.73 0.37
H 1.72 1.88 1.39 0.25
```

The following DFT total energy values (in eV) correspond, in order, to the records above: -157949.92867; -34453.23155; -11911.96007; -20712.68365; -10248.88814.